# 1
C4H4LuO6 | the ωB97M-V functional and the def2-TZVPD basis

```
15
C4H4LuO6, DFT the ωB97M-V functional and the def2-TZVPD basis
O 0.154 -0.736 -0.585
C -1.173 -0.382 -0.714
O -1.603 0.169 0.367
O -1.745 -0.487 -1.786
Lu 0.133 0.176 1.504
O 3.493 -0.158 -0.368
C 2.800 0.533 0.413
C 1.637 -0.371 -1.785
O 2.290 0.181 1.511
O 1.900 1.365 -0.237
C 1.792 1.154 -1.658
H 1.536 -0.546 -2.865
H 2.008 -1.391 -1.654
H 0.975 1.739 -2.088
H 2.691 1.532 -2.157
```

Summary:
- Lowest unoccupied orbital energy: -6.5115 eV
- Total charge: +1
- Frontier orbital gap: 7.7 eV
- Maximum force: 6.9 eV/A
- Highest occupied orbital energy: -14.185 eV

Results of the Löwdin charge analysis, in e, for atoms 1 through 8: atom 1 (O): -0.1852, atom 2 (C): -0.7875, atom 3 (O): -0.1736, atom 4 (O): 0.1381, atom 5 (Lu): 2.1506, atom 6 (O): 0.0732, atom 7 (C): -0.6596, atom 8 (C): 0.1975

---

# 2
C22H27FN2O3S2 | the ωB97M-V functional and the def2-TZVPD basis

```
57
C22H27FN2O3S2, DFT the ωB97M-V functional and the def2-TZVPD basis
O -0.360 -0.314 1.208
C -0.990 0.430 0.477
C -1.043 0.221 -1.038
N -1.221 -1.167 -1.389
C -0.157 -2.029 -1.655
C 1.146 -1.778 -1.237
C 2.150 -2.685 -1.525
C 1.870 -3.852 -2.215
C 0.573 -4.103 -2.632
C -0.435 -3.198 -2.363
S -2.656 -1.859 -0.831
O -3.227 -0.900 0.072
O -3.458 -2.256 -1.949
C -2.153 -3.340 0.052
C -1.241 -3.253 1.087
C -0.871 -4.406 1.758
C -1.435 -5.611 1.373
F -1.074 -6.734 2.021
C -2.358 -5.703 0.345
C -2.718 -4.545 -0.321
N -1.641 1.512 0.923
C -1.703 1.833 2.332
C -0.411 2.491 2.811
S -0.035 3.989 1.830
C 1.741 3.695 1.432
C 1.902 2.668 0.318
C 1.361 3.201 -1.005
C 2.049 4.511 -1.377
C 1.845 5.543 -0.273
C 2.389 5.022 1.053
H -0.116 0.581 -1.492
H -1.885 0.773 -1.464
H 1.373 -0.893 -0.665
H 3.158 -2.482 -1.195
H 2.657 -4.559 -2.429
H 0.345 -5.006 -3.178
H -1.443 -3.371 -2.705
H -0.820 -2.297 1.357
H -0.158 -4.381 2.566
H -2.777 -6.661 0.080
H -3.430 -4.557 -1.132
H -2.174 2.078 0.286
H -2.551 2.497 2.498
H -1.852 0.904 2.892
H 0.420 1.800 2.692
H -0.502 2.781 3.858
H 2.183 3.323 2.361
H 1.393 1.739 0.586
H 2.967 2.443 0.215
H 1.517 2.461 -1.793
H 0.288 3.376 -0.906
H 1.645 4.887 -2.318
H 3.119 4.334 -1.518
H 2.346 6.477 -0.534
H 0.779 5.749 -0.160
H 2.209 5.754 1.842
H 3.468 4.867 0.972
```

Summary:
- Structure (SMILES): O=C(CN(c1ccccc1)S(=O)(=O)c1ccc(F)cc1)NCCSC1CCCCC1
- Relative energy (zero: lowest compared OMol25 entry of this formula, charge and spin): 0.00 kJ/mol
- Lowest unoccupied orbital energy: 0.5749 eV
- Frontier orbital gap: 9.2 eV
- Maximum force: 1.1 eV/A
- Highest occupied orbital energy: -8.578 eV

Results of the Löwdin charge analysis, in e, for atoms 1 through 8: atom 1 (O): 0.0396, atom 2 (C): -0.5129, atom 3 (C): -0.0881, atom 4 (N): -0.1457, atom 5 (C): -0.2706, atom 6 (C): -0.0159, atom 7 (C): -0.0764, atom 8 (C): -0.0931

---

# 3
C3H9NO | the ωB97M-V functional and the def2-TZVPD basis

```
14
C3H9NO, DFT the ωB97M-V functional and the def2-TZVPD basis
C -1.596 -0.650 -0.237
N -0.630 -0.753 0.589
C -0.289 0.807 0.527
C -0.226 1.610 -0.792
H -2.630 -0.795 0.130
H -1.482 -0.612 -1.325
H 0.738 0.915 0.877
H -0.999 1.232 1.240
H 0.644 2.262 -0.746
H -1.070 2.289 -0.975
H -0.068 1.037 -1.707
O 2.114 -1.089 -0.003
H 2.775 -1.181 0.691
H 1.284 -1.115 0.506
```

Summary:
- Structure (SMILES): C=NCC.O
- Relative energy (zero: lowest compared OMol25 entry of this formula, charge and spin): 410.89 kJ/mol
- Lowest unoccupied orbital energy: -0.0150 eV
- Frontier orbital gap: 8.3 eV
- Maximum force: 2.8 eV/A
- Highest occupied orbital energy: -8.336 eV

Results of the Löwdin charge analysis, in e, for atoms 1 through 8: atom 1 (C): -0.0962, atom 2 (N): -0.0612, atom 3 (C): -0.2322, atom 4 (C): -0.1146, atom 5 (H): 0.0875, atom 6 (H): 0.0873, atom 7 (H): 0.0844, atom 8 (H): 0.1000

---

# 4
C27H49GeN3O2S3Si3Zn | the ωB97M-V functional and the def2-TZVPD basis

```
89
C27H49GeN3O2S3Si3Zn, DFT the ωB97M-V functional and the def2-TZVPD basis
Zn -0.444 0.363 -0.789
C -0.990 -2.430 -3.169
C 0.358 -2.534 -3.736
S 1.633 -1.451 -2.997
C 2.630 -1.069 -4.455
C 2.267 0.310 -4.879
S 1.083 0.967 -3.606
C -0.443 1.249 -4.510
C -1.411 0.079 -4.510
S -1.630 -0.722 -2.876
H -1.760 -2.917 -3.802
H -1.015 -2.813 -2.147
H 0.763 -3.551 -3.540
H 0.366 -2.444 -4.852
H 3.610 -1.120 -4.047
H 2.541 -1.776 -5.293
H 3.114 1.003 -4.804
H 1.825 0.417 -5.858
H -0.883 2.097 -3.944
H -0.264 1.672 -5.521
H -2.419 0.426 -4.774
H -1.067 -0.651 -5.284
N -1.796 -0.540 0.540
C -2.813 -0.536 1.111
C -4.010 -0.526 1.833
C -4.020 -0.970 3.174
C -5.186 -0.874 3.939
C -6.357 -0.395 3.374
C -6.355 0.008 2.048
C -5.220 -0.016 1.275
H -3.108 -1.466 3.562
H -5.164 -1.039 5.034
H -7.249 -0.401 3.992
H -7.274 0.312 1.602
H -5.150 0.342 0.238
C 1.996 -0.429 4.286
Si 1.327 0.640 2.870
C -0.436 0.979 3.335
C 2.242 2.285 2.932
Ge 1.457 -0.496 0.803
Si 3.878 -0.085 0.435
C 4.102 1.637 -0.213
C 4.621 -1.352 -0.799
C 5.058 -0.295 1.921
Si 1.110 -2.747 1.435
C 0.588 -3.894 0.090
C 2.705 -3.433 2.073
C -0.185 -3.028 2.836
H 1.746 0.077 5.242
H 3.090 -0.586 4.211
H 1.537 -1.419 4.257
H -0.392 1.442 4.368
H -1.018 0.067 3.322
H -0.880 1.729 2.634
H 1.937 2.800 3.844
H 1.933 2.930 2.082
H 3.349 2.109 2.913
H 3.157 2.062 -0.537
H 4.770 1.649 -1.051
H 4.481 2.344 0.584
H 3.908 -1.608 -1.587
H 4.902 -2.298 -0.344
H 5.478 -0.885 -1.240
H 4.986 0.449 2.715
H 6.022 -0.154 1.422
H 5.002 -1.347 2.273
H 1.290 -3.792 -0.761
H -0.430 -3.764 -0.276
H 0.753 -4.934 0.435
H 3.623 -3.192 1.524
H 2.607 -4.525 2.086
H 2.903 -3.108 3.111
H -1.070 -3.489 2.371
H -0.540 -2.153 3.373
H 0.208 -3.711 3.620
C -4.481 4.422 -1.541
N -3.101 3.960 -1.302
C -2.111 4.861 -0.918
C -0.934 4.433 -0.409
C -0.649 3.027 -0.516
O 0.383 2.512 -0.008
N -1.539 2.202 -1.107
C -2.819 2.542 -1.403
O -3.687 1.765 -1.739
H -4.994 4.734 -0.617
H -5.034 3.620 -2.052
H -4.473 5.310 -2.188
H -2.304 5.932 -1.070
H -0.228 5.200 -0.054
```

Summary:
- <S²>: 0.756
- Lowest unoccupied orbital energy (spin up / spin down): -2.5377 / -5.5909 eV
- Total charge: +1
- Frontier orbital gap (spin up / spin down): 6.9 / 3.6 eV
- Multiplicity: 2
- Maximum force: 2.9 eV/A
- Highest occupied orbital energy (spin up / spin down): -9.389 / -9.222 eV

Results of the Löwdin charge analysis, in e, for atoms 1 through 8: atom 1 (Zn): 0.3810, atom 2 (C): -0.4808, atom 3 (C): -0.4715, atom 4 (S): 0.8914, atom 5 (C): -0.4529, atom 6 (C): -0.4125, atom 7 (S): 0.9004, atom 8 (C): -0.4916

---

# 5
CH21O10 | the ωB97M-V functional and the def2-TZVPD basis

```
32
CH21O10, DFT the ωB97M-V functional and the def2-TZVPD basis
C 0.059 0.513 0.251
O 0.794 -0.415 -0.480
H -0.190 0.045 1.203
H 0.684 1.389 0.426
H -0.862 0.823 -0.243
O 4.683 0.003 0.409
H 3.784 -0.180 0.137
H 4.593 0.453 1.249
O 0.859 -4.607 -1.597
H -0.066 -4.807 -1.455
H 0.944 -3.683 -1.360
O 4.158 2.084 3.885
H 3.328 2.559 3.925
H 4.821 2.743 4.089
O -0.867 -1.684 -4.112
H -0.280 -1.637 -3.358
H -0.282 -1.749 -4.867
O -4.188 0.720 -3.143
H -4.071 1.608 -3.480
H -3.298 0.408 -2.974
O -4.441 4.609 0.839
H -3.726 4.468 0.219
H -4.151 5.347 1.376
O 0.490 -1.614 5.788
H 1.270 -1.594 6.343
H 0.780 -1.245 4.953
O -4.569 -1.595 1.081
H -4.702 -1.518 2.026
H -4.042 -0.830 0.850
O 3.162 0.000 -3.997
H 2.669 -0.304 -3.235
H 2.656 -0.309 -4.748
```

Summary:
- Relative energy (zero: lowest compared OMol25 entry of this formula, charge and spin): 301.12 kJ/mol
- Lowest unoccupied orbital energy: 2.4413 eV
- Total charge: -1
- Frontier orbital gap: 5.3 eV
- Maximum force: 2.6 eV/A
- Highest occupied orbital energy: -2.890 eV

Results of the Löwdin charge analysis, in e, for atoms 1 through 8: atom 1 (C): -0.4564, atom 2 (O): -0.4898, atom 3 (H): 0.0191, atom 4 (H): 0.0206, atom 5 (H): 0.0140, atom 6 (O): -0.0661, atom 7 (H): 0.0163, atom 8 (H): 0.0086

---

# 6
C41H74B2BrFN3O19 | the ωB97M-V functional and the def2-TZVPD basis

```
141
C41H74B2BrFN3O19, DFT the ωB97M-V functional and the def2-TZVPD basis
C -1.098 -0.408 7.797
C -1.901 -0.024 6.539
C -1.782 -1.055 5.402
C -2.362 -0.525 4.078
C -1.365 0.337 3.274
C -2.010 0.809 1.946
C -2.230 2.334 1.842
C -1.270 3.076 0.903
C 0.243 3.111 1.263
C 0.974 1.962 0.556
C 2.534 1.984 0.438
B 3.253 3.371 0.208
O 2.757 4.240 -0.763
O 4.420 3.663 0.871
C 4.458 4.971 1.469
C 3.090 1.091 1.536
C 3.482 1.628 2.876
C 2.726 1.145 4.145
C 3.708 0.738 5.252
Br 1.720 2.687 4.820
N 3.161 -0.141 1.146
C 3.518 -1.323 1.931
F 4.456 -0.979 2.865
C 2.271 -2.006 2.527
C 2.455 -2.592 3.935
C 2.786 -0.331 -0.344
N 3.736 -1.145 -1.077
N 1.500 -0.921 -0.576
C 2.978 1.119 -0.798
B 2.541 1.580 -2.262
O 1.302 1.240 -2.762
O 3.423 2.320 -3.025
H -1.733 -0.371 8.683
H -0.689 -1.418 7.708
H -0.260 0.266 7.972
H -2.955 0.062 6.813
H -1.595 0.951 6.156
H -0.722 -1.293 5.253
H -2.314 -1.959 5.710
H -2.631 -1.373 3.443
H -3.256 0.063 4.300
H -0.496 -0.299 3.069
H -1.080 1.203 3.873
H -2.988 0.334 1.883
H -1.430 0.474 1.083
H -2.235 2.813 2.825
H -3.228 2.492 1.418
H -1.593 4.123 0.892
H -1.402 2.699 -0.115
H 0.602 4.096 0.957
H 0.346 3.016 2.346
H 0.547 1.830 -0.438
H 0.697 1.072 1.133
H 2.042 4.798 -0.456
H 3.515 5.199 1.979
H 5.253 4.986 2.208
H 4.641 5.744 0.723
H 3.454 2.708 2.842
H 4.533 1.350 3.009
H 2.038 0.337 3.908
H 4.030 -0.296 5.129
H 3.224 0.840 6.223
H 4.583 1.387 5.237
H 3.990 -2.016 1.234
H 1.415 -1.328 2.466
H 2.032 -2.836 1.856
H 3.189 -2.057 4.534
H 2.703 -3.649 3.889
H 1.502 -2.520 4.467
H 4.613 -1.278 -0.593
H 3.337 -2.045 -1.325
H 0.745 -0.451 -0.093
H 1.496 -1.883 -0.251
H 4.074 1.205 -0.820
H 0.937 1.972 -3.266
H 3.476 3.239 -2.745
C -1.459 -0.291 -3.021
C -2.577 -0.761 -2.131
C -3.796 -1.337 -2.816
O -4.830 -1.067 -1.852
C -4.460 0.024 -1.153
O -5.165 0.626 -0.406
O -3.173 0.350 -1.420
H -1.846 0.262 -3.880
H -0.797 0.369 -2.471
H -0.875 -1.135 -3.385
H -2.196 -1.459 -1.378
H -3.733 -2.403 -3.014
H -4.042 -0.805 -3.738
C -9.365 2.012 -1.181
C -8.913 1.278 -2.416
C -7.459 1.454 -2.778
O -7.473 1.231 -4.197
C -8.705 1.585 -4.649
O -8.992 1.697 -5.794
O -9.544 1.794 -3.610
H -8.994 3.029 -1.134
H -10.451 2.085 -1.165
H -9.043 1.485 -0.282
H -9.168 0.216 -2.348
H -6.802 0.748 -2.282
H -7.107 2.473 -2.594
C 7.332 -4.224 -1.030
C 6.041 -4.873 -1.458
C 5.972 -5.310 -2.904
O 4.553 -5.258 -3.165
C 4.031 -4.329 -2.352
O 2.922 -3.892 -2.409
O 4.933 -3.936 -1.426
H 7.689 -3.521 -1.783
H 7.194 -3.674 -0.100
H 8.098 -4.982 -0.873
H 5.789 -5.698 -0.788
H 6.356 -6.312 -3.073
H 6.468 -4.613 -3.581
C 4.383 -8.065 -8.168
C 5.179 -7.266 -7.168
C 5.534 -5.855 -7.581
O 6.733 -5.616 -6.825
C 7.329 -6.820 -6.622
O 8.422 -6.964 -6.185
O 6.496 -7.824 -6.977
H 4.770 -7.928 -9.178
H 4.438 -9.127 -7.934
H 3.338 -7.758 -8.150
H 4.680 -7.266 -6.194
H 4.775 -5.119 -7.329
H 5.778 -5.783 -8.642
C -6.415 6.689 2.345
C -6.945 5.507 1.573
C -6.975 5.659 0.071
O -8.036 4.768 -0.300
C -8.899 4.703 0.758
O -9.973 4.204 0.737
O -8.342 5.291 1.845
H -6.810 7.625 1.950
H -6.710 6.621 3.391
H -5.327 6.719 2.290
H -6.412 4.594 1.856
H -6.051 5.366 -0.421
H -7.250 6.670 -0.237
```

Summary:
- Lowest unoccupied orbital energy: -3.3060 eV
- Total charge: +1
- Frontier orbital gap: 8.3 eV
- Maximum force: 1.8 eV/A
- Highest occupied orbital energy: -11.630 eV

Results of the Löwdin charge analysis, in e, for atoms 1 through 8: atom 1 (C): -0.1005, atom 2 (C): -0.2572, atom 3 (C): -0.2212, atom 4 (C): -0.2075, atom 5 (C): -0.2037, atom 6 (C): -0.1835, atom 7 (C): -0.1819, atom 8 (C): -0.1840

---

# 7
C3H14N2O2 | the ωB97M-V functional and the def2-TZVPD basis

```
21
C3H14N2O2, DFT the ωB97M-V functional and the def2-TZVPD basis
C 0.625 1.614 -1.258
C -0.573 0.773 -0.831
N -0.248 -0.345 0.017
C -1.250 0.248 -2.118
N -2.425 -0.609 -1.908
H 0.443 2.159 -2.189
H 0.893 2.394 -0.533
H 1.526 1.041 -1.434
H -1.354 1.337 -0.318
H 0.379 -1.018 -0.387
H 0.003 -0.124 0.970
H -0.548 -0.291 -2.742
H -1.614 1.124 -2.655
H -2.901 -0.318 -1.062
H -2.092 -1.548 -1.729
O 1.033 0.725 2.564
H 1.220 1.475 1.977
H 0.543 1.202 3.246
O 2.082 -2.291 2.334
H 1.411 -1.903 2.908
H 2.894 -1.923 2.698
```

Summary:
- Structure (SMILES): C[C@H](N)CN.O.O
- Relative energy (zero: lowest compared OMol25 entry of this formula, charge and spin): 71.25 kJ/mol
- Lowest unoccupied orbital energy: 0.3738 eV
- Frontier orbital gap: 9.1 eV
- Maximum force: 1.3 eV/A
- Highest occupied orbital energy: -8.758 eV

Results of the Löwdin charge analysis, in e, for atoms 1 through 8: atom 1 (C): -0.0794, atom 2 (C): -0.4659, atom 3 (N): 0.0360, atom 4 (C): -0.2724, atom 5 (N): -0.0111, atom 6 (H): 0.0695, atom 7 (H): 0.0638, atom 8 (H): 0.0727

---

# 8
C17H21BaNOS4Si | the ωB97M-V functional and the def2-TZVPD basis

```
46
C17H21BaNOS4Si, DFT the ωB97M-V functional and the def2-TZVPD basis
Ba 0.627 0.618 -1.781
S 2.225 -1.538 -3.101
C 1.055 -2.806 -2.695
C 1.576 -4.036 -2.264
C 0.777 -5.118 -1.938
C -0.604 -4.992 -2.034
C -1.144 -3.787 -2.447
C -0.358 -2.674 -2.784
S -1.209 -1.208 -3.289
H 2.654 -4.117 -2.190
H 1.230 -6.047 -1.608
H -1.256 -5.821 -1.780
H -2.219 -3.670 -2.512
C -1.047 -1.939 0.812
Si 0.406 -0.984 1.538
C 0.343 -1.303 3.411
C 1.986 -1.839 0.963
N 0.390 0.614 0.962
C 0.237 1.820 1.569
C -0.036 2.010 2.950
C -0.189 3.269 3.506
C -0.087 4.425 2.740
C 0.178 4.279 1.381
C 0.339 3.025 0.822
H -0.960 -3.013 1.003
H -1.136 -1.817 -0.272
H -1.985 -1.585 1.252
H 0.447 -2.380 3.575
H -0.604 -0.987 3.854
H 1.153 -0.800 3.944
H 1.985 -2.892 1.262
H 2.862 -1.356 1.408
H 2.117 -1.817 -0.124
H -0.132 1.141 3.585
H -0.398 3.346 4.569
H -0.215 5.405 3.182
H 0.256 5.147 0.735
H 0.542 2.988 -0.246
C -2.051 3.115 -1.971
O -1.583 4.449 -2.084
C -0.331 4.718 -2.528
S 0.097 6.328 -2.436
S 0.645 3.472 -3.166
H -3.111 3.207 -1.740
H -1.572 2.595 -1.138
H -1.903 2.553 -2.894
```

Summary:
- Relative energy (zero: lowest compared OMol25 entry of this formula, charge and spin): 0.00 kJ/mol
- Lowest unoccupied orbital energy: 4.5020 eV
- Total charge: -2
- Frontier orbital gap: 6.0 eV
- Maximum force: 0.1 eV/A
- Highest occupied orbital energy: -1.528 eV

Results of the Löwdin charge analysis, in e, for atoms 1 through 8: atom 1 (Ba): 1.2928, atom 2 (S): 0.2368, atom 3 (C): -0.7838, atom 4 (C): -0.1801, atom 5 (C): -0.1440, atom 6 (C): -0.1453, atom 7 (C): -0.1846, atom 8 (C): -0.7959